Record 1
Molecular formula: C2HNO4
Method: DFT, the ωB97M-V functional and the def2-TZVPD basis

SMILES string: O=CC(=O)[N+](=O)[O-]
DFT total energy, Ha: -432.3671

Geometry (Å):
O (0.7783, 2.0111, 0.2583)
H (-1.8538, -0.9354, -0.7017)
N (1.0289, 0.8312, 0.2564)
O (-1.2818, -1.1271, 1.3031)
C (-1.2367, -0.6901, 0.1841)
O (1.8637, 0.2609, 0.8718)
O (0.4786, -0.3085, -1.6484)
C (0.2228, -0.0421, -0.5237)

Record 2
Molecular formula: C5H12O2
Method: DFT, the ωB97M-V functional and the def2-TZVPD basis

SMILES string: CC[C@@H](O)[C@@H](C)O
DFT total energy, Ha: -348.1838

Geometry (Å):
C (0.6707, 0.5159, 2.5519)
H (1.2475, 1.3854, 2.2228)
H (-0.2902, 0.8801, 2.9367)
C (-1.2868, -0.0099, -2.0628)
H (-1.3055, -0.5987, -2.9876)
C (0.4634, -0.4425, 1.3824)
H (-0.9330, 1.0037, -2.2808)
H (1.3001, 0.9173, -0.7959)
H (-1.1423, 0.6778, 0.4862)
O (0.9370, -0.8734, -1.5687)
H (-0.1795, -1.2818, 1.6832)
O (0.6264, 1.3559, -0.2471)
H (-2.3162, 0.0621, -1.6960)
H (1.2042, 0.0368, 3.3795)
H (-0.7851, -1.6189, -0.7018)
C (-0.1683, 0.2675, 0.1838)
C (-0.3742, -0.6533, -1.0299)
H (1.4233, -0.8740, 1.0687)
H (0.9085, -0.7497, -2.5245)

| no. | F_max (eV/Å) | frontier orbital gap (eV) |
| --- | --- | --- |
| 1 | 3.90 | 9.61 |
| 2 | 0.34 | 10.87 |